Record 1
Below is a cluster of 9 separate species, C22H60F4N2O10S9 in total, with properties calculated with ωB97M-V/def2-TZVPD.

The net charge is 0. The calculation puts the highest occupied orbital energy at -8.462 eV.

```
107
Properties=species:S:1:pos:R:3:mulliken_charge:R:1
N 5.903 -3.446 2.296 -0.5263
C 4.870 -2.912 3.193 -0.7030
C 3.907 -1.977 2.464 -0.3481
C 2.575 -1.937 3.222 -0.7374
C 1.407 -1.408 2.350 -0.2594
C 0.443 -2.507 1.857 -1.1289
N -0.948 -2.336 2.354 0.3110
C -1.946 -2.791 1.418 0.6495
F -3.077 -3.162 2.028 -0.2546
F -2.255 -1.753 0.617 -0.2483
F -1.539 -3.803 0.648 -0.2669
S -1.205 -2.926 3.891 1.0931
O -1.325 -4.338 3.910 -0.6059
O -2.234 -2.181 4.513 -0.5589
F 0.115 -2.559 4.585 -0.1373
H 6.536 -3.977 2.875 0.2407
H 5.481 -4.065 1.621 0.2179
H 4.289 -3.762 3.576 0.3510
H 5.300 -2.436 4.072 0.3885
H 4.355 -0.996 2.360 0.1662
H 3.719 -2.372 1.463 0.3036
H 2.335 -2.963 3.492 0.3749
H 2.642 -1.323 4.116 0.3682
H 1.864 -0.956 1.478 0.0306
H 0.841 -0.627 2.851 0.4809
H 0.428 -2.434 0.776 0.4449
H 0.851 -3.496 2.070 0.3549
C 3.028 1.174 -1.733 -0.8024
S 4.008 0.595 -0.355 0.5016
O 3.124 0.645 0.848 -0.5680
C 5.097 2.020 -0.271 -1.0880
H 2.248 0.441 -1.925 0.3427
H 2.573 2.127 -1.479 0.1554
H 3.655 1.278 -2.620 0.4087
H 4.505 2.923 -0.121 0.2833
H 5.670 2.090 -1.195 0.4173
H 5.774 1.880 0.569 0.3514
C -1.315 2.131 0.082 -0.9530
S -0.667 3.401 -1.008 0.6349
O 0.515 2.819 -1.717 -0.7065
C -0.037 4.461 0.296 -1.1444
H -1.729 1.336 -0.536 0.1064
H -0.510 1.734 0.702 0.3817
H -2.101 2.561 0.702 0.4860
H 0.682 3.909 0.903 0.2873
H -0.869 4.806 0.909 0.4167
H 0.453 5.313 -0.170 0.3707
C -5.951 -1.722 4.328 -1.0025
S -6.281 -0.828 2.807 0.5453
O -6.582 0.583 3.178 -0.5675
C -7.851 -1.627 2.448 -0.9986
H -5.020 -1.344 4.746 0.2625
H -6.767 -1.557 5.033 0.3725
H -5.845 -2.784 4.107 0.3869
H -8.541 -1.468 3.276 0.3190
H -7.685 -2.693 2.290 0.3708
H -8.256 -1.183 1.541 0.3100
C 2.285 4.109 -6.759 -0.9282
S 2.287 3.841 -4.982 0.4538
O 3.108 2.621 -4.728 -0.5581
C 0.568 3.351 -4.864 -0.0587
H 3.293 4.389 -7.062 0.3511
H 1.986 3.190 -7.266 0.1892
H 1.595 4.918 -7.000 0.3799
H 0.385 2.485 -5.505 0.1238
H -0.069 4.183 -5.167 0.4177
H 0.358 3.091 -3.827 -0.2844
C -7.029 3.467 3.862 -0.8810
S -6.311 4.846 2.969 0.6256
O -5.637 5.719 3.965 -0.6879
C -7.874 5.632 2.549 -0.9669
H -6.221 2.855 4.252 0.2583
H -7.638 3.842 4.686 0.4061
H -7.633 2.868 3.184 0.2862
H -8.425 5.863 3.461 0.3365
H -8.456 4.965 1.912 0.3255
H -7.656 6.552 2.010 0.3104
C -5.032 1.705 -1.279 -0.6341
S -4.506 3.209 -2.115 0.5165
O -3.813 4.055 -1.109 -0.5654
C -6.157 3.888 -2.330 -0.9356
H -4.143 1.138 -1.012 0.0733
H -5.588 1.961 -0.377 0.2159
H -5.651 1.114 -1.954 0.4260
H -6.637 3.999 -1.358 0.1964
H -6.740 3.225 -2.970 0.3932
H -6.061 4.861 -2.806 0.3367
C 3.020 -0.123 -6.100 -0.6162
S 1.680 -0.537 -7.216 0.3981
O 0.672 0.556 -7.114 -0.5913
C 1.055 -1.925 -6.260 -0.9011
H 3.520 0.760 -6.488 0.2591
H 2.620 0.099 -5.112 0.0514
H 3.726 -0.953 -6.051 0.4505
H 0.785 -1.587 -5.259 0.2629
H 1.819 -2.700 -6.207 0.3563
H 0.174 -2.315 -6.766 0.3249
C 8.656 -5.394 0.534 -0.9391
S 7.400 -6.678 0.460 0.4874
O 6.442 -6.417 1.566 -0.5899
C 8.470 -8.022 0.990 -0.9392
H 8.185 -4.447 0.277 0.3155
H 9.065 -5.338 1.543 0.2891
H 9.445 -5.618 -0.185 0.4001
H 8.891 -7.791 1.968 0.3032
H 9.264 -8.162 0.257 0.3579
H 7.869 -8.926 1.053 0.3176
```

Record 2
Below is the molecule C4H7NOS2, with properties calculated with ωB97M-V/def2-TZVPD.

Its SMILES is C=CSCS/C=N/O. The net charge is 0. The calculation puts the highest occupied orbital energy at -8.433 eV.

```
15
Properties=species:S:1:pos:R:3:mulliken_charge:R:1
C 1.817 -0.254 0.497 -0.0381
C -0.447 -1.251 -0.741 -0.6149
C -1.448 1.206 -0.035 -0.1275
C -2.101 1.970 0.838 -0.6222
H 2.874 1.959 -1.143 0.3364
H 2.595 -0.210 1.299 0.3295
H -0.719 -2.246 -1.133 0.3694
H 0.170 -0.753 -1.523 0.3374
H -0.592 1.536 -0.571 0.3552
H -1.766 2.986 1.024 0.2517
H -2.973 1.616 1.391 0.2325
N 1.829 0.573 -0.473 -0.1980
O 2.933 1.418 -0.371 -0.4458
S 0.595 -1.496 0.713 -0.0614
S -2.019 -0.396 -0.489 -0.1042
```

Record 3
Below is a structure of composition C28H52Cl3N2O2P2Si4Ta, with properties calculated with ωB97M-V/def2-TZVPD.

The net charge is 0. The calculation puts the highest occupied orbital energy at -5.681 eV.

```
94
Properties=species:S:1:pos:R:3:mulliken_charge:R:1
Ta 0.017 -0.237 0.354 0.4339
O -1.272 2.742 -5.147 -0.1643
C -0.147 3.397 -5.709 -0.6009
O -0.448 0.209 -5.829 0.1095
C 0.679 -0.539 -6.198 -0.3538
H 0.477 2.732 -6.363 0.2501
H 0.499 3.624 -4.868 0.1071
H -0.405 4.311 -6.277 0.2341
H 0.584 -1.061 -7.211 0.2830
H 0.792 -1.196 -5.298 -0.0927
H 1.580 0.220 -6.201 0.0644
C -1.973 1.877 -6.046 -0.4582
C -1.175 0.837 -6.834 -0.6692
H -2.485 2.505 -6.795 0.3396
H -2.672 1.345 -5.374 0.1283
H -0.574 1.345 -7.620 0.3712
H -1.898 0.110 -7.216 0.3867
Cl 0.232 -1.446 -2.632 -0.3369
Cl 2.140 1.830 -5.572 -0.7818
N 0.141 -2.191 1.004 0.6976
P -2.350 -0.314 -0.453 1.2892
P 2.387 -0.220 -0.456 1.2535
C 3.019 -1.665 0.489 -1.1801
C 3.009 1.259 0.414 -1.3338
C -2.879 -1.525 0.855 -1.1896
C -3.042 1.331 -0.294 -1.1616
Si -1.613 2.583 0.135 0.2126
H -3.838 1.284 0.478 0.5633
H -3.505 1.614 -1.263 0.4629
C -2.092 3.263 1.824 -1.0633
C -1.783 3.927 -1.176 -1.0269
Si 1.608 2.578 0.415 -0.1752
H 3.902 1.625 -0.115 0.8534
H 3.304 0.973 1.439 0.4832
C 2.024 3.826 -0.926 -1.1113
C 1.775 3.393 2.101 -1.0231
Si 1.716 -2.482 1.616 -0.0686
H 3.893 -1.314 1.067 0.6375
H 3.378 -2.423 -0.228 0.6136
C 2.179 -1.908 3.374 -1.0112
C 1.959 -4.345 1.755 -1.0507
Si -1.500 -2.803 1.321 0.0149
H -3.670 -2.121 0.350 0.5146
H -3.267 -1.016 1.750 0.5135
C 3.264 -0.150 -2.057 1.0372
C 3.883 0.992 -2.578 -0.2321
H 3.759 1.971 -2.109 -0.2496
C 4.708 0.885 -3.699 -0.7628
H 5.130 1.781 -4.131 0.3765
C 4.977 -0.364 -4.261 -0.4632
H 5.686 -0.437 -5.086 0.3663
C 4.337 -1.507 -3.758 -0.9740
H 4.543 -2.497 -4.169 0.3746
C 3.466 -1.395 -2.692 -0.5886
H 2.915 -2.271 -2.347 0.2347
C -3.164 -0.876 -1.972 0.5856
C -2.540 -1.834 -2.762 0.3251
H -1.425 -1.820 -2.801 -0.4348
C -3.286 -2.766 -3.441 -0.8457
H -2.797 -3.620 -3.909 0.4998
C -4.683 -2.595 -3.497 -0.4405
H -5.293 -3.319 -4.019 0.3875
C -5.302 -1.493 -2.896 -0.7507
H -6.387 -1.306 -3.006 0.3689
C -4.553 -0.625 -2.109 -0.8547
H -5.009 0.199 -1.566 0.3992
H 1.814 -4.837 0.786 0.3011
H 1.240 -4.747 2.486 0.2559
H 2.976 -4.568 2.119 0.4045
H 2.496 -0.854 3.396 0.2751
H 3.047 -2.536 3.667 0.3794
H 1.347 -2.071 4.084 0.2847
C -1.746 -4.339 0.279 -1.0827
C -1.681 -3.180 3.147 -0.9470
H -1.385 -4.178 -0.744 0.2482
H -2.812 -4.601 0.228 0.4091
H -1.198 -5.182 0.726 0.3057
H -1.661 -2.272 3.766 0.2791
H -0.881 -3.848 3.499 0.2553
H -2.655 -3.676 3.287 0.3911
H -2.290 3.551 -2.076 0.2924
H -0.804 4.303 -1.493 0.2092
H -2.376 4.785 -0.802 0.3213
H -1.617 2.703 2.634 0.2435
H -3.180 3.247 1.992 0.4147
H -1.787 4.320 1.862 0.3179
H 3.008 4.279 -0.713 0.3830
H 1.285 4.635 -0.963 0.3743
H 2.073 3.360 -1.919 0.2826
H 1.421 2.748 2.911 0.2685
H 1.201 4.329 2.137 0.3213
H 2.819 3.659 2.327 0.3996
N -0.010 1.813 0.189 0.4551
Cl -0.331 0.163 2.681 -0.3663
```

Record 4
Below is a cluster of 2 separate species, C2H4N5 in total, with properties calculated with ωB97M-V/def2-TZVPD.

The net charge is +1. The calculation puts the highest occupied orbital energy at -16.295 eV.

```
11
Properties=species:S:1:pos:R:3:mulliken_charge:R:1
C 0.448 -2.283 -0.308 0.3518
C 0.228 -1.247 -1.181 0.2750
N 0.562 -3.185 0.394 -0.2185
N 0.113 -0.364 -1.919 -0.3228
N 0.945 1.087 0.660 -0.2269
N -1.342 0.770 0.238 -0.2275
N -0.141 0.418 0.531 0.2517
H 0.867 2.156 0.501 0.2808
H 1.842 0.796 1.005 0.2805
H -2.078 0.088 0.094 0.2817
H -1.442 1.765 -0.016 0.2743
```

Table of F_max (hartree/bohr), in record order: 0.0423, 0.0213, 0.0674, 0.1249